(1)
This record from OMol25 describes C6H10O2 in the gas phase. The level of theory is wB97M-V/def2-TZVPD.

Element x y z (Å)
C -1.335 0.624 0.242
C -2.093 -0.449 0.997
C -0.254 0.158 -0.744
C -0.770 -0.226 -1.802
H -1.963 1.426 -0.142
H -0.336 1.017 0.984
H -2.579 0.012 1.861
H -1.412 -1.214 1.373
H -2.868 -0.934 0.400
H -1.191 -0.575 -2.716
C 2.030 -0.922 -0.032
C 1.291 0.407 -0.038
O 1.959 1.294 -0.922
O 0.992 0.925 1.131
H 1.885 2.169 -0.519
H 2.184 -1.272 -1.053
H 2.999 -0.780 0.447
H 1.460 -1.660 0.530

Cartesian forces (eV/Å) of the 3 atoms listed first:
0.41 0.32 0.82
-0.01 -0.03 -0.10
0.27 -0.29 -0.52

Properties
**E_tot**: -384.92022 a.u.
**HOMO level (alpha / beta)**: -9.073 / -9.074 eV
**Spin multiplicity**: 1
**Energy above the lowest of the compared OMol25 structures with the same formula, charge and spin**: 4.957 eV
**Max |F|**: 0.971 eV/Å

Atom charges from the Mulliken analysis, given in e for atoms 1 to 2:
1 C -0.260
2 C -1.072


(2)
This record from OMol25 describes a molecular structure, C6H10O2 in a non-equilibrium geometry. The level of theory is wB97M-V/def2-TZVPD.

Element x y z (Å)
C -1.418 -0.581 1.204
C -1.042 -1.287 -0.272
C 0.568 -0.797 -0.895
C 0.946 0.625 -1.611
C 0.838 1.614 -0.298
C -0.008 0.516 0.342
H -2.556 -0.445 1.271
H -1.095 -1.376 2.026
H -1.954 -1.040 -0.988
H -1.142 -2.394 -0.051
H 1.123 -1.622 -1.220
H 0.253 0.397 -2.684
H 2.059 0.311 -1.761
H 1.644 2.198 0.092
H 0.282 2.593 -0.650
H -0.586 0.407 -0.637
O -0.685 0.496 1.339
O 1.018 -0.443 0.384

Cartesian forces (eV/Å) of the 3 atoms listed first:
-2.48 -7.16 0.06
-2.07 -1.48 -1.48
-0.75 -1.47 1.41

Properties
**E_tot**: -384.76012 a.u.
**HOMO level**: -9.341 eV
**Spin multiplicity**: 1
**Energy above the lowest of the compared OMol25 structures with the same formula, charge and spin**: 9.314 eV
**Max |F|**: 10.938 eV/Å

Atom charges from the Mulliken analysis, given in e for atoms 1 to 2:
1 C -0.399
2 C -0.764


(3)
This record from OMol25 describes a molecular structure, C6H10O2 in a non-equilibrium geometry. The level of theory is wB97M-V/def2-TZVPD.

Element x y z (Å)
C 0.052 -0.951 -0.215
C 1.454 -1.304 0.255
C 1.231 1.278 -0.156
C -0.068 1.613 0.217
C -1.402 0.957 0.495
C -1.931 -0.265 -0.331
H 0.037 -0.285 -1.111
H 0.073 -0.276 0.693
H 1.631 -1.479 1.583
H 2.289 -1.729 -0.478
H 1.938 1.951 -0.739
H -0.262 2.685 -0.403
H -1.976 1.598 -0.444
H -1.651 1.040 1.535
H -3.161 -0.490 -0.294
H -1.573 0.039 -1.398
O 2.024 0.056 -0.112
O -1.194 -1.433 0.045

Cartesian forces (eV/Å) of the 3 atoms listed first:
1.77 1.11 3.24
3.08 0.67 0.07
0.33 -1.32 0.11

Properties
**E_tot**: -384.76907 a.u.
**HOMO level**: -8.920 eV
**Spin multiplicity**: 1
**Energy above the lowest of the compared OMol25 structures with the same formula, charge and spin**: 9.070 eV
**Max |F|**: 5.748 eV/Å

Atom charges from the Mulliken analysis, given in e for atoms 1 to 2:
1 C -0.506
2 C -0.249